1.
{
  "formula": "C11H14N2O",
  "method": "wB97M-V/def2-TZVPD",
  "elements": ["C", "C", "C", "C", "C", "O", "C", "C", "H", "H", "H", "H", "H", "H", "H", "H", "C", "C", "C", "N", "C", "N", "H", "H", "H", "H", "H", "H"],
  "positions_angstrom": [[-1.479, -0.310, 2.672], [-1.250, -1.197, 1.448], [0.020, -1.401, 0.877], [0.097, -2.123, -0.377], [-1.063, -2.763, -0.723], [-0.898, -3.752, -1.693], [-2.366, -2.576, -0.149], [-2.443, -1.684, 0.874], [-0.430, 0.077, 2.902], [-1.943, -0.640, 3.550], [-1.933, 0.611, 2.217], [0.838, -0.942, 1.472], [1.065, -2.161, -1.095], [-1.724, -3.806, -2.169], [-3.128, -3.120, -0.518], [-3.437, -1.394, 1.202], [2.229, 2.161, -2.672], [1.752, 2.343, -1.284], [1.022, 1.517, -0.521], [1.062, 2.005, 0.796], [1.738, 3.170, 0.687], [2.166, 3.486, -0.535], [1.977, 1.175, -3.160], [3.327, 2.475, -2.762], [1.721, 2.805, -3.259], [0.430, 0.721, -0.709], [0.799, 1.447, 1.426], [1.851, 3.876, 1.502]],
  "mulliken_charge": [-1.403, 0.725, -0.505, -0.658, 0.798, -0.518, -0.760, -0.600, 0.230, 0.436, 0.304, 0.547, 0.259, 0.292, 0.485, 0.368, -1.158, 0.305, -0.461, 0.107, -0.239, -0.592, 0.290, 0.263, 0.341, 0.599, 0.143, 0.401],
  "e_homo_ev": -8.583,
  "total_charge": 0,
  "smiles": "Cc1ccc(O)cc1.Cc1c[nH]cn1",
  "gap_ev": 9.295,
  "de_lowest_kj_mol": 340.7
}


2.
{
  "formula": "C3H4N2O2",
  "method": "wB97M-V/def2-TZVPD",
  "elements": ["C", "C", "N", "O", "C", "N", "O", "H", "H", "H", "H"],
  "positions_angstrom": [[1.055, 1.196, 1.143], [0.370, 0.332, 0.028], [-0.852, 0.648, -0.110], [-1.725, -0.088, -1.125], [-1.231, -1.364, -1.220], [-0.079, -1.859, -0.938], [1.005, -0.783, -0.472], [1.875, 1.779, 0.666], [1.341, 0.471, 1.981], [0.149, 1.839, 1.480], [-1.908, -2.173, -1.434]],
  "mulliken_charge": [-0.732, 0.540, -0.309, -0.232, 0.111, -0.257, -0.284, 0.269, 0.252, 0.268, 0.373],
  "e_homo_ev": -10.019,
  "total_charge": 0,
  "smiles": "CC1=NOC=NO1",
  "gap_ev": 10.559,
  "de_lowest_kj_mol": 570.9
}


3.
{
  "formula": "C2I2N2O2",
  "method": "wB97M-V/def2-TZVPD",
  "elements": ["O", "N", "C", "I", "O", "N", "C", "I"],
  "positions_angstrom": [[0.184, 1.715, -1.860], [-0.458, 1.258, -1.003], [-0.850, 0.917, 0.031], [-2.223, 0.225, 1.392], [0.491, -2.203, -2.071], [0.890, -1.601, -1.127], [0.966, -0.957, -0.131], [2.060, -0.059, 1.281]],
  "mulliken_charge": [-0.608, 0.555, -0.198, 0.274, -0.595, 0.491, -0.235, 0.316],
  "e_homo_ev": -9.276,
  "total_charge": 0,
  "smiles": "[O-][N+]#CI.[O-][N+]#CI",
  "gap_ev": 8.548,
  "de_lowest_kj_mol": 188.0
}


4.
{
  "formula": "C5H14N2O2",
  "method": "wB97M-V/def2-TZVPD",
  "elements": ["C", "C", "C", "C", "H", "H", "H", "H", "H", "H", "H", "H", "C", "N", "O", "O", "N", "H", "H", "H", "H", "H", "H"],
  "positions_angstrom": [[1.370, -1.425, 1.342], [1.731, -0.744, 0.261], [1.722, -1.344, -1.109], [2.138, 0.695, 0.319], [1.084, -2.464, 1.292], [1.401, -0.990, 2.328], [1.507, -2.409, -1.074], [2.685, -1.196, -1.594], [0.966, -0.847, -1.716], [3.157, 0.809, -0.051], [2.088, 1.080, 1.334], [1.481, 1.285, -0.317], [-2.471, 1.737, 0.461], [-1.255, 0.952, 0.378], [-1.460, -0.251, 1.094], [-0.895, 0.634, -0.945], [-1.779, -0.148, -1.713], [-2.362, 2.576, -0.219], [-2.545, 2.098, 1.482], [-3.372, 1.162, 0.223], [-0.562, -0.584, 1.300], [-2.639, 0.372, -1.888], [-1.989, -0.998, -1.188]],
  "mulliken_charge": [-1.452, 1.232, -1.211, -1.145, 0.346, 0.436, 0.314, 0.348, 0.233, 0.408, 0.292, 0.244, -0.861, 0.125, -0.522, -0.201, -0.460, 0.311, 0.314, 0.325, 0.406, 0.254, 0.266],
  "e_homo_ev": -9.279,
  "total_charge": 0,
  "smiles": "C=C(C)C.CN(O)ON",
  "gap_ev": 10.219,
  "de_lowest_kj_mol": 562.3
}


5.
{
  "formula": "C4H3NO3",
  "method": "wB97M-V/def2-TZVPD",
  "elements": ["C", "C", "C", "C", "H", "H", "H", "N", "O", "O", "O"],
  "positions_angstrom": [[-1.085, -0.384, 0.029], [0.770, 0.777, -0.188], [2.185, 0.078, 0.045], [0.295, -0.574, -0.307], [-2.942, -0.340, 0.413], [2.961, -0.079, -0.812], [2.741, 0.528, 1.028], [-0.197, 1.653, 0.071], [-2.172, -1.042, 0.000], [-1.246, 0.860, 0.016], [1.620, -1.201, 0.160]],
  "mulliken_charge": [0.521, 0.407, -0.223, -0.071, 0.432, 0.194, 0.232, -0.519, -0.532, -0.109, -0.333],
  "e_homo_ev": -8.884,
  "total_charge": 0,
  "gap_ev": 9.098,
  "de_lowest_kj_mol": 703.9
}